This record from the OMol25 dataset describes a structure of composition C16H23IrN5O3S in a non-equilibrium geometry. The level of theory is the ωB97M-V functional and the def2-TZVPD basis.

E_LUMO (alpha / beta), eV: -3.502 / -5.506
Total charge: +1
Max |F|, eV/A: 1.26
HOMO level (alpha / beta), eV: -11.010 / -11.415
Electronic energy, eV: -44225.1310
Spin multiplicity: 5
Frontier orbital gap (alpha / beta), eV: 7.51 / 5.91
Energy relative to the best compared isomer or geometry (same formula, charge and spin), kcal per mole: 11.34

CARTESIAN COORDINATES (ANGSTROEM)
Ir  -0.07949  -0.10799  0.29509
C  0.07210  3.10781  -0.12337
C  -1.37309  2.70679  -0.11861
C  -2.39934  3.64835  -0.33793
C  -3.69774  3.23790  -0.36946
C  -4.01579  1.87723  -0.17094
C  -5.34445  1.38684  -0.21236
C  -5.60458  0.05959  -0.01073
C  -4.55309  -0.82706  0.26657
C  -3.23673  -0.38903  0.31823
S  -1.98470  -1.49125  0.75911
C  -2.95616  0.99200  0.07214
N  -1.66491  1.42633  0.08688
H  0.19179  4.17669  -0.27870
H  0.60387  2.58014  -0.91950
H  0.55294  2.83722  0.81984
H  -2.13734  4.68732  -0.48882
H  -4.49964  3.95090  -0.54629
H  -6.15402  2.08551  -0.40469
H  -6.62194  -0.31024  -0.04843
H  -4.76129  -1.87568  0.45101
N  0.12875  0.28706  2.75971
N  1.49280  0.32463  3.02408
C  2.39576  0.04196  1.98909
O  3.56115  -0.12303  2.25688
O  1.87346  0.04922  0.76444
H  -0.30856  1.14493  3.05986
H  -0.32295  -0.48563  3.22475
H  1.80401  0.07274  3.94462
C  1.61977  -2.52331  -1.24086
N  1.29298  -2.23667  -2.64338
C  1.83938  -3.19204  -3.61976
C  0.49763  -1.16236  -2.89647
O  -0.00669  -0.49640  -1.94051
N  0.19009  -0.69974  -4.14701
C  0.47969  -1.20435  -5.49645
C  -0.62669  0.51447  -4.25394
H  2.43458  -3.23813  -1.21788
H  0.77725  -2.95344  -0.70225
H  1.98798  -1.63818  -0.73026
H  2.36746  -3.95773  -3.06776
H  2.55807  -2.73400  -4.29353
H  1.06017  -3.69594  -4.18566
H  1.06188  -2.09875  -5.52430
H  1.01280  -0.43700  -6.05750
H  -0.46117  -1.39847  -6.01120
H  -0.83054  0.93288  -3.28199
H  -1.57221  0.28081  -4.75112
H  -0.09294  1.24981  -4.86073

Cartesian forces, eV/Å:
-0.9 -0.8 0.4
-0.1 -0.1 0.0
-0.1 -0.2 0.0
0.1 0.1 0.0
-0.2 0.1 0.0
-0.2 0.1 -0.1
-0.1 0.1 0.0
0.0 0.1 0.0
0.4 0.0 0.0
-0.6 0.2 -0.1
1.1 0.3 -0.1
0.0 -0.3 0.1
0.3 0.4 -0.1
0.0 0.0 0.0
0.0 0.0 0.0
0.0 0.0 0.0
0.0 -0.1 0.0
0.1 -0.1 0.0
0.1 -0.1 0.0
0.1 0.0 0.0
0.0 0.1 0.0
-0.2 0.1 -0.1
0.2 0.0 -0.5
0.3 0.1 0.2
-0.5 0.0 -0.4
0.2 -0.1 0.3
-0.1 0.2 0.1
-0.1 -0.2 0.0
0.1 0.0 0.2
0.1 0.2 -0.1
0.0 0.0 -0.1
-0.2 0.2 0.1
-0.1 0.2 -0.3
0.5 -0.3 0.1
0.0 -0.1 -0.1
-0.1 0.2 0.3
0.1 -0.2 -0.1
0.0 -0.1 0.0
-0.2 0.0 0.0
-0.1 0.1 0.0
0.0 -0.1 0.1
0.0 0.1 -0.1
-0.1 0.0 -0.1
0.2 -0.3 0.1
0.0 0.1 0.0
-0.1 0.0 0.0
0.0 0.0 0.1
0.0 0.0 0.0
0.0 0.0 0.0

Atomic partial charges in e from the natural (NBO) method, atoms 1 to 6: Ir 1.337; C -0.668; C 0.287; C -0.255; C -0.104; C -0.029

---

This record from the OMol25 dataset describes a structure of composition C11H8ClIN2O2PtSe in a non-equilibrium geometry. The level of theory is the ωB97M-V functional and the def2-TZVPD basis.

E_LUMO (alpha / beta), eV: -11.000 / -10.722
Total charge: +2
Max |F|, eV/A: 2.32
HOMO level (alpha / beta), eV: -13.727 / -13.855
Electronic energy, eV: -107807.2135
Frontier orbital gap (alpha / beta), eV: 2.73 / 3.13

CARTESIAN COORDINATES (ANGSTROEM)
Pt  -0.56039  1.07597  -1.38392
Cl  3.07221  -1.49983  3.97028
C  2.64791  -0.98793  2.41268
C  3.61981  -0.91743  1.41938
C  3.32891  -0.42743  0.16028
I  4.75471  -0.28133  -1.36352
C  2.02001  0.04747  -0.17432
O  1.75131  0.55677  -1.28172
C  0.98581  -0.13183  0.83468
N  -0.27589  0.18557  0.46108
C  -1.27289  -0.02753  1.31078
C  -1.06389  -0.53583  2.59468
C  0.21931  -0.81263  3.01538
C  1.28671  -0.64443  2.11428
H  4.62221  -1.24723  1.65128
H  -2.27299  0.20117  0.96108
H  -1.90579  -0.69833  3.24918
H  0.41601  -1.16133  4.01928
C  -3.71209  -0.12183  -2.04992
O  -2.41299  -0.60633  -1.68752
H  -4.40459  -0.95853  -2.15512
H  -3.69029  0.42577  -2.99562
H  -4.05529  0.53107  -1.24822
H  -2.17889  -1.30013  -2.31922
Se  0.06191  4.12267  -4.94112
C  -0.34399  3.00437  -3.69812
N  -0.63699  2.20897  -2.87602

Cartesian forces, eV/Å:
1.0 -1.6 0.8
-0.1 0.2 -0.7
0.2 -0.1 0.3
0.4 0.0 -0.3
2.3 -0.1 -0.5
-0.7 -0.2 1.0
-1.3 0.8 -1.0
-0.7 -0.3 0.9
-0.5 -0.3 0.4
0.5 0.2 -0.5
-0.5 -0.4 0.8
-0.1 0.2 -0.4
0.5 0.0 -0.2
-1.1 0.3 -0.2
0.1 0.0 0.0
0.1 0.0 0.0
-0.1 0.1 0.0
-0.1 -0.1 0.0
-0.7 0.3 -0.3
0.9 0.4 0.1
0.1 0.0 0.1
0.1 0.0 0.2
0.0 0.0 -0.1
0.2 0.1 0.1
0.0 0.1 0.1
0.2 -0.1 -0.7
-0.5 0.5 0.1

Atomic partial charges in e from the natural (NBO) method, atoms 1 to 6: Pt 1.124; Cl 0.247; C 0.133; C -0.302; C -0.124; I 0.517

---

This record from the OMol25 dataset describes a structure of composition C14H17BF6N6OPt in a non-equilibrium geometry. The level of theory is the ωB97M-V functional and the def2-TZVPD basis.

E_LUMO (alpha / beta), eV: 0.004 / -0.557
Max |F|, eV/A: 5.67
HOMO level (alpha / beta), eV: -8.452 / -8.711
Electronic energy, eV: -46006.8549
Spin multiplicity: 3
Frontier orbital gap (alpha / beta), eV: 8.46 / 8.15
Energy relative to the best compared isomer or geometry (same formula, charge and spin), kcal per mole: 33.32

CARTESIAN COORDINATES (ANGSTROEM)
H  0.66399  -3.04324  -1.43070
N  -0.36960  -1.21335  -1.61356
B  -1.66400  0.89406  -2.44758
N  -1.06356  -0.55324  -2.61444
C  -1.36391  -1.49525  -3.54049
Pt  0.30659  -0.58876  0.16803
H  -2.07737  -1.27486  -4.33711
C  -0.69073  -2.66249  -3.22779
H  -0.68586  -3.61311  -3.77623
C  -0.02104  -2.45836  -2.04874
H  -2.58786  1.01604  -3.20517
C  2.82596  3.10933  2.94909
H  3.16898  2.82187  3.94524
H  2.08606  2.38683  2.58645
H  2.38897  4.10965  2.97747
N  -0.61088  2.11792  -2.71929
N  -2.18279  0.89054  -0.96791
N  0.50784  1.97150  -2.00835
N  -1.51873  0.29515  0.09198
C  -0.50334  3.30419  -3.52770
C  -3.43844  1.16652  -0.53660
H  -1.19511  3.68322  -4.25473
H  -4.21279  1.44924  -1.23735
C  0.80203  3.91146  -3.14984
C  -3.49827  0.95292  0.84620
C  1.29902  2.96876  -2.13395
C  -2.25309  0.46168  1.23447
H  1.26330  4.77691  -3.52173
H  -4.33606  1.09889  1.50689
H  2.18009  3.10104  -1.58068
H  -1.82448  0.17131  2.18335
H  3.65489  3.11645  2.28827
C  2.04731  -1.26948  2.01360
C  0.86496  -2.30979  2.23029
O  -0.29307  -2.10492  1.35829
C  1.33818  -3.72655  1.71765
F  2.20680  -4.42983  2.49592
F  0.29007  -4.55289  1.45608
F  1.98954  -3.49214  0.49400
C  0.08389  -2.08510  3.56828
F  0.68283  -2.39950  4.74462
F  -0.21156  -0.71265  3.61183
F  -1.11342  -2.73318  3.53491
H  2.29583  -1.14771  0.92141
H  2.97825  -1.61768  2.52138
H  1.79057  -0.29136  2.43421

Cartesian forces, eV/Å:
-0.6 0.0 -0.4
1.5 -0.8 -2.8
0.5 0.7 -0.3
0.0 -1.4 1.0
0.1 0.7 0.0
0.6 1.5 -0.5
0.5 0.0 0.2
-0.2 -1.6 -1.4
-0.1 0.7 0.1
-0.9 2.0 1.0
0.0 0.0 0.1
-0.8 -0.1 0.6
-0.1 0.0 -0.1
0.1 0.2 0.1
0.0 -0.2 0.0
-0.1 0.6 -1.5
-0.5 -1.3 1.3
-0.9 -1.8 1.8
-1.3 2.8 1.3
3.8 -0.4 2.8
0.7 0.1 0.7
-0.4 -0.4 0.1
0.2 0.2 0.1
-3.7 -4.2 1.0
-0.2 0.2 -0.1
-0.7 3.1 -3.2
0.2 -0.3 -2.6
0.3 0.9 -0.4
-0.1 0.1 -0.2
1.0 -0.2 0.6
-0.3 -0.1 -0.2
0.8 0.0 -0.7
-0.3 -0.7 0.6
-1.6 0.1 -1.5
2.4 0.1 0.9
-0.1 -0.7 -0.3
-0.6 1.0 -0.6
1.3 0.9 0.4
-0.8 -0.5 1.6
-0.7 0.2 0.4
-0.2 0.3 -1.1
0.5 -1.7 0.3
1.4 0.5 0.5
-0.1 -0.3 0.6
-0.6 0.2 -0.5
-0.1 -0.2 0.0

Atomic partial charges in e from the natural (NBO) method, atoms 1 to 6: H 0.244; N -0.358; B 0.583; N -0.302; C 0.018; Pt 1.150

---

This record from the OMol25 dataset describes a structure of composition C49H57BN8O2PbS4. The level of theory is the ωB97M-V functional and the def2-TZVPD basis.

E_LUMO, eV: 3.712
Total charge: -2
Max |F|, eV/A: 0.25
HOMO level, eV: -0.339
Electronic energy, eV: -117023.0643
Frontier orbital gap, eV: 4.05
Energy relative to the best compared isomer or geometry (same formula, charge and spin), kcal per mole: 0.00

CARTESIAN COORDINATES (ANGSTROEM)
Pb  -0.21520  -0.37943  0.16747
C  1.42936  -0.93895  -3.82735
C  2.13449  0.21963  -4.53518
C  1.23017  0.90263  -5.56168
C  3.34864  -0.34700  -5.27186
N  2.59956  1.21098  -3.53142
C  3.93164  1.53187  -3.31191
C  3.96751  2.38339  -2.27656
N  2.67746  2.60331  -1.84591
B  2.50311  3.42158  -0.53959
N  1.07598  4.03391  -0.46026
C  0.77522  4.95872  -1.43377
C  -0.51894  5.28213  -1.32713
N  -1.04211  4.53904  -0.27571
C  -0.02871  3.80513  0.29670
S  -0.07712  2.92845  1.74806
C  -2.49114  4.65319  0.02948
C  -3.23970  4.53734  -1.30905
C  -2.73824  6.02381  0.66347
C  -3.03901  3.57134  0.95165
N  2.92860  2.61508  0.70874
C  3.12006  3.31754  1.87936
C  3.40602  2.44667  2.85782
N  3.40104  1.17842  2.29238
C  3.12441  1.29227  0.95216
S  3.14610  0.02558  -0.17819
C  3.68274  -0.07506  3.04721
C  3.80026  0.26184  4.53473
C  5.01238  -0.66410  2.57561
C  2.53283  -1.07189  2.89480
C  1.82346  1.89300  -2.62817
S  0.12439  1.89403  -2.56191
H  1.20435  -1.72559  -4.55046
H  2.06944  -1.35432  -3.04755
H  0.50690  -0.61811  -3.35368
H  0.86181  0.15338  -6.26570
H  0.38316  1.37625  -5.07042
H  1.79086  1.65925  -6.11743
H  2.98204  -1.05775  -6.01238
H  3.91010  0.42889  -5.79690
H  4.01636  -0.88286  -4.59589
H  4.74002  1.09855  -3.86567
H  4.80634  2.82248  -1.76766
H  3.27137  4.36687  -0.61668
H  1.51001  5.26685  -2.15575
H  -1.12254  5.92226  -1.94094
H  -3.15136  5.43974  -1.91618
H  -2.84503  3.69914  -1.88580
H  -4.29940  4.36320  -1.11793
H  -2.36925  6.83034  0.02700
H  -3.80906  6.16904  0.82208
H  -2.23083  6.08211  1.62751
H  -2.81920  2.57313  0.57530
H  -2.63348  3.63900  1.95426
H  -4.12319  3.70250  0.98826
H  2.97922  4.38248  1.91983
H  3.57090  2.62360  3.90136
H  4.63297  0.93780  4.74128
H  2.87440  0.69020  4.92085
H  3.98474  -0.66986  5.06906
H  5.82069  0.05517  2.73343
H  5.22930  -1.56613  3.15151
H  4.96529  -0.91765  1.51888
H  1.58742  -0.62440  3.20427
H  2.44333  -1.42324  1.87087
H  2.72703  -1.93236  3.53882
O  -0.60166  0.20182  4.06327
H  -0.86145  -0.46686  3.38489
H  -0.47231  1.01208  3.55741
O  0.05643  -4.06299  -2.70303
C  -0.01775  -3.13267  -1.95194
N  -0.07470  -2.19147  -1.23701
N  -2.55338  0.05224  -0.57012
S  -3.66754  -0.89481  0.01643
C  -4.77420  0.11068  1.02232
C  -4.27717  0.39117  2.29023
C  -5.00417  1.21608  3.13501
C  -6.21256  1.75387  2.71400
C  -6.69046  1.48423  1.43787
C  -5.96708  0.66525  0.58173
C  -4.78746  -1.40685  -1.28299
C  -4.44507  -1.14056  -2.59766
C  -5.24826  -1.63160  -3.62020
C  -6.36831  -2.39163  -3.32259
C  -6.68501  -2.67761  -1.99851
C  -5.89130  -2.19346  -0.97286
H  -2.90244  0.83979  -1.11094
H  -3.32265  -0.02501  2.60080
H  -4.61714  1.43368  4.12174
H  -6.78135  2.39237  3.37884
H  -7.62709  1.91443  1.10433
H  -6.33937  0.45355  -0.41245
H  -3.54278  -0.58078  -2.81141
H  -4.98163  -1.43313  -4.65040
H  -6.98613  -2.78175  -4.12192
H  -7.54285  -3.29499  -1.76437
H  -6.11230  -2.43938  0.05939
C  -1.19843  -1.69604  1.83530
C  -1.58922  -2.83729  2.10978
C  -2.00378  -4.16119  2.38164
C  -3.36837  -4.41978  2.73577
C  -4.36056  -3.41745  2.57571
C  -5.68222  -3.60172  2.92581
C  -6.12331  -4.80682  3.47229
C  -5.16722  -5.79785  3.68222
C  -3.83924  -5.61873  3.33839
C  -0.95898  -5.17977  2.32772
C  0.39545  -4.82318  2.49587
C  1.41333  -5.75547  2.42646
C  1.14269  -7.09852  2.17975
C  -0.18020  -7.47073  1.97687
C  -1.20384  -6.53871  2.04254
H  -4.03884  -2.46978  2.17618
H  -6.38396  -2.78376  2.77955
H  -7.16057  -4.95817  3.74545
H  -5.46297  -6.73504  4.14518
H  -3.13499  -6.40437  3.57108
H  0.63120  -3.78017  2.66791
H  2.43918  -5.42740  2.55793
H  1.94221  -7.82740  2.11933
H  -0.42027  -8.50199  1.73696
H  -2.21360  -6.85569  1.82056

Cartesian forces, eV/Å:
0.1 0.0 0.2
0.0 0.1 -0.1
0.0 -0.1 0.0
0.0 0.0 0.0
0.0 0.0 0.0
0.0 0.1 0.0
0.0 0.0 0.1
0.0 0.0 -0.1
0.1 0.2 0.0
0.0 -0.2 -0.1
0.1 0.2 0.1
0.0 0.0 0.0
0.0 -0.1 0.0
0.0 0.0 0.0
0.0 0.0 0.0
-0.1 0.0 -0.1
0.0 0.0 0.0
0.0 0.0 0.0
0.0 0.0 0.0
0.0 -0.1 0.0
0.0 0.2 0.0
0.0 -0.1 0.0
0.0 0.0 -0.1
-0.1 0.0 0.1
0.1 -0.1 0.1
0.0 -0.1 0.0
0.0 0.0 0.0
0.0 0.0 0.0
0.0 0.0 0.0
0.0 0.0 0.0
0.0 -0.1 0.0
-0.1 0.0 0.1
0.0 0.0 0.0
0.0 0.0 0.0
0.0 0.0 0.0
0.0 0.0 0.0
0.0 0.0 0.0
0.0 0.0 0.0
0.0 0.0 0.0
0.0 0.0 0.0
0.0 0.0 0.0
0.0 0.0 0.0
0.0 0.0 0.0
0.0 0.0 0.0
0.0 0.0 0.0
0.0 0.0 0.0
0.0 0.0 0.0
0.0 0.0 0.0
0.0 0.0 0.0
0.0 0.0 0.0
0.0 0.0 0.0
0.0 0.0 0.0
0.0 0.0 0.0
0.0 0.0 0.0
0.0 0.0 0.0
0.0 0.0 0.0
0.0 0.0 0.0
0.0 0.0 0.0
0.0 0.0 0.0
0.0 0.0 0.0
0.0 0.0 0.0
0.0 0.0 0.0
0.0 0.0 0.0
0.0 0.0 0.0
0.0 0.0 0.0
0.0 0.0 0.0
-0.1 0.1 0.1
0.1 -0.1 0.0
0.0 0.0 -0.1
0.0 -0.1 -0.1
0.0 0.1 0.0
-0.1 -0.2 -0.1
0.0 -0.1 -0.2
0.0 0.0 0.1
0.0 0.1 -0.1
0.0 0.0 0.0
0.0 0.0 0.0
0.0 0.0 0.0
0.0 0.0 0.0
0.0 0.0 0.0
0.1 0.0 -0.1
0.0 0.0 0.0
0.0 0.0 0.0
0.0 0.0 0.0
0.0 0.0 0.0
0.0 0.0 0.0
0.0 0.0 0.1
0.0 -0.1 0.0
0.0 0.0 0.0
0.0 0.0 0.0
0.0 0.0 0.0
0.0 0.0 0.0
0.0 0.0 0.0
0.0 0.0 0.0
0.0 0.0 0.0
0.0 0.0 0.0
0.0 0.0 0.0
-0.1 0.0 0.2
-0.1 0.0 -0.2
0.2 -0.1 0.1
0.0 0.0 0.0
-0.1 0.0 0.0
0.0 0.0 0.0
0.0 0.0 0.0
0.0 0.0 0.0
0.0 0.0 0.0
-0.1 0.1 0.0
0.1 0.0 0.0
0.0 0.0 0.0
0.0 0.0 0.0
0.0 0.0 0.0
0.0 0.0 0.0
0.0 0.1 0.0
0.0 0.0 0.0
0.0 0.0 0.0
0.0 0.0 0.0
0.0 0.0 0.0
0.0 0.0 0.0
0.0 0.0 0.0
0.0 0.0 0.0
0.0 0.0 0.0
0.0 0.0 0.0

Atomic partial charges in e from the Löwdin method, atoms 1 to 6: Pb 1.025; C -0.058; C -0.550; C -0.061; C -0.068; N -0.002

---

This record from the OMol25 dataset describes a cluster of 2 separate species, C5H7FNO2 in total in a non-equilibrium geometry. The level of theory is the ωB97M-V functional and the def2-TZVPD basis.

E_LUMO, eV: 3.891
Total charge: -1
Max |F|, eV/A: 4.10
HOMO level, eV: -5.395
Electronic energy, eV: -13602.1864
Frontier orbital gap, eV: 9.29
Energy relative to the best compared isomer or geometry (same formula, charge and spin), kcal per mole: 0.00

CARTESIAN COORDINATES (ANGSTROEM)
C  -2.33277  -1.37791  -0.11435
C  -2.35201  0.08263  0.38008
C  1.47600  1.24720  0.65468
C  0.70870  -0.25745  -1.19548
C  1.09888  -0.15199  0.33793
N  -2.44614  -2.52603  -0.20048
O  -2.71748  0.16822  1.55594
O  -1.96684  0.99206  -0.37578
F  2.12350  -1.06342  0.49372
H  2.38734  1.60711  0.15586
H  1.45566  1.34371  1.80398
H  0.49234  1.72035  0.30802
H  1.68868  -0.28026  -1.82572
H  0.16656  -1.24378  -1.37066
H  -0.01203  0.44464  -1.46200
H  0.22963  -0.70507  0.85428

Cartesian forces, eV/Å:
-0.5 -0.5 0.5
0.4 1.3 0.4
-2.5 0.3 2.2
2.1 -2.9 0.4
-2.1 -2.2 -2.8
0.3 0.6 -0.4
-0.2 -0.6 0.0
-0.1 -0.8 -0.5
1.4 -0.5 0.5
-0.5 -0.2 0.2
0.6 0.3 -1.7
1.6 0.3 0.4
-1.7 0.3 0.9
0.9 1.0 0.2
-0.8 1.6 -0.6
1.1 1.9 0.0

Atomic partial charges in e from the natural (NBO) method, atoms 1 to 6: C 0.173; C 0.685; C -0.678; C -0.654; C 0.194; N -0.421